The following is a DFT calculation (ωB97M-V/def2-TZVPD) of a single C5H7NO molecule.

CARTESIAN COORDINATES (ANGSTROEM)
C  -1.85648  0.63490  -0.14206
C  -0.42538  0.24641  -0.16234
C  0.62787  1.03304  0.06042
N  1.83087  0.28532  0.05996
C  1.39569  -1.02501  0.43472
O  1.87373  -1.76329  1.25225
C  0.09754  -1.15790  -0.35683
H  -2.23877  0.70998  -1.16388
H  -1.97079  1.60485  0.35158
H  -2.46682  -0.09804  0.39910
H  0.62924  2.07742  0.35143
H  2.68281  0.73227  0.36828
H  -0.57509  -1.96222  -0.05296
H  0.40929  -1.34024  -1.39927

Summary:
Energy above the lowest of the compared OMol25 structures with the same formula, charge and spin ... 14.6 kcal per mole
E_HOMO ... -8.38 eV
LUMO ... 0.033 Eh
Molecular weight ... 97.1 u
Net charge ... 0

These are the Löwdin partial charges, in e, on atoms 1 to 2:
1 C -0.0604
2 C -0.3023

---

The following is a DFT calculation (ωB97M-V/def2-TZVPD) of a single C6H3Cl3N2O4 molecule in a non-equilibrium geometry.

CARTESIAN COORDINATES (ANGSTROEM)
C  1.09550  -0.95710  -0.02942
C  1.60814  0.26843  -0.24051
C  -0.25409  -1.29524  -0.27558
C  -1.22559  -0.40584  -0.34371
C  0.74640  1.42402  -0.64474
C  -0.47218  1.48783  0.15819
N  -0.49340  -2.78889  -0.31462
N  -0.38332  1.52566  1.63240
O  0.26097  -3.46350  0.27674
O  -1.27565  2.09714  2.19855
O  -1.50140  -3.08641  -0.93375
O  0.50804  0.93991  2.16770
Cl  -2.83944  -0.44276  -0.55819
Cl  0.25685  1.08515  -2.30433
Cl  -1.76370  2.49541  -0.44800
H  1.71903  -1.72378  0.59209
H  2.76216  0.42707  -0.17729
H  1.25167  2.41289  -0.75554

Summary:
Energy above the lowest of the compared OMol25 structures with the same formula, charge and spin ... 40.7 kcal per mole
E_HOMO ... -9.52 eV
LUMO ... -0.050 Eh
Molecular weight ... 273.5 u
Net charge ... 0

These are the Löwdin partial charges, in e, on atoms 1 to 2:
1 C -0.0824
2 C -0.1262

---

The following is a DFT calculation (ωB97M-V/def2-TZVPD) of a single C5H10O3 molecule in a non-equilibrium geometry.

CARTESIAN COORDINATES (ANGSTROEM)
C  1.63379  -1.16308  -0.16116
C  1.05944  0.24210  -0.23001
O  1.57212  0.97477  0.80184
O  1.23430  0.90792  -1.40423
H  1.42126  1.90983  0.59630
H  1.22954  -1.77597  -0.95981
H  1.45452  -1.62131  0.80933
H  2.70811  -1.04323  -0.31148
C  -1.31504  1.44083  0.07766
C  -1.23047  -1.09308  0.41919
C  -0.67673  0.11732  -0.32661
O  -0.49278  -0.03773  -1.63996
H  -0.83926  2.26102  -0.45891
H  -1.23175  1.60101  1.15476
H  -2.37517  1.43507  -0.18612
H  -0.86138  -2.02771  0.00497
H  -2.32006  -1.09201  0.33635
H  -0.97045  -1.03575  1.47788

Summary:
Energy above the lowest of the compared OMol25 structures with the same formula, charge and spin ... 120.4 kcal per mole
E_HOMO (alpha / beta) ... -9.11 / -9.64 eV
LUMO (alpha / beta) ... -0.039 / -0.081 Eh
Molecular weight ... 118.1 u
Net charge ... 0

These are the Löwdin partial charges, in e, on atoms 1 to 2:
1 C 0.0167
2 C -0.6097